A cluster of 20 separate species, C37H112F6N20O19P in total, computed with ωB97M-V with the def2-TZVPD basis set.

Values from the calculation:
Charge = -1
Gap between HOMO and LUMO = 8.574 eV

Atoms and positions in Å:
P1 11.51165 2.16652 16.96534
F1 10.74676 3.45064 16.37381
F2 12.19489 0.85992 17.64677
F3 11.41408 2.74622 18.45480
F4 10.05298 1.41881 17.07899
F5 12.96322 2.87463 16.91174
F6 11.66161 1.51745 15.42044
O1 18.93347 -1.41844 20.43656
O2 6.00172 2.24382 13.79985
O3 15.62077 1.76839 21.78811
O4 9.69885 8.57220 12.64948
O5 20.32192 1.10337 17.36361
O6 7.60501 4.38853 19.86249
O7 12.19199 1.26010 20.55710
O8 16.43158 1.62328 13.33202
O9 15.49435 4.67081 18.21659
O10 11.97599 7.88237 17.38400
O11 12.36999 -3.64558 17.03207
O12 7.26958 8.62342 14.34562
O13 11.94460 -1.02607 12.80759
O14 7.35012 0.06634 12.85438
O15 14.27078 -4.24460 22.74653
O16 10.19422 6.14735 23.19398
O17 16.11486 7.10577 16.97344
O18 10.98341 4.08073 13.54596
O19 5.51025 0.57964 18.14322
N1 10.93385 6.37372 16.04722
N2 11.29988 -1.63508 17.00459
N3 15.50104 1.85662 24.03820
N4 13.23185 -1.95801 18.07032
N5 7.66963 2.89780 18.23432
N6 15.24161 1.53237 15.17282
N7 9.22432 6.59759 11.64324
N8 12.69507 5.79257 17.04500
N9 16.51979 4.01733 19.94548
N10 17.91622 0.20533 21.54535
N11 16.74376 -1.10307 20.20601
N12 13.64046 -2.42829 13.00993
N13 14.62217 3.11373 19.40486
N14 10.77150 6.80209 13.16243
N15 16.38692 3.40555 14.65757
N16 13.69641 1.73195 22.85594
N17 13.99042 -0.42054 13.45384
N18 9.20063 -0.42740 11.68369
N19 9.30490 -0.19007 13.80424
N20 8.94238 4.60246 18.13599
C1 10.39593 -0.27732 20.11312
C2 11.82911 6.76442 16.87403
C3 19.01452 1.57273 17.65734
C4 12.10438 3.96046 12.72420
C5 16.55846 9.24121 17.21519
C6 5.50975 -0.76740 17.76529
C7 13.47560 -3.07758 22.72087
C8 14.30085 -2.01257 21.90776
C9 10.72713 6.79133 22.08346
C10 12.19517 6.70920 22.40039
C11 10.29804 6.15455 20.79405
C12 12.00615 2.62681 11.93432
C13 8.11334 3.98919 18.80968
C14 8.55523 -0.13583 12.77411
C15 6.38156 -1.52852 18.69420
C16 16.14440 7.95176 19.26384
C17 13.09044 -1.27668 13.09405
C18 7.01109 3.15927 13.35019
C19 12.28625 -2.46915 17.33674
C20 18.81499 2.94396 16.97963
C21 10.09390 1.95658 21.38935
C22 16.09988 2.12991 14.37832
C23 7.72029 8.03457 15.56941
C24 18.01743 0.55252 17.26905
C25 6.53388 7.70160 16.50333
C26 8.83151 8.91610 16.21408
C27 7.97621 3.50218 14.53299
C28 6.35464 4.36996 12.78327
C29 15.72640 8.18238 17.83844
C30 10.96776 0.74575 21.13423
C31 13.30632 4.09492 13.55325
C32 15.53465 4.00858 19.19545
C33 12.11406 -3.43502 22.10215
C34 9.85422 7.41090 12.48716
C35 5.88404 -0.86118 16.30163
C36 17.94980 -0.76758 20.64697
C37 14.97726 1.77437 22.80562
H1 12.64961 2.67910 11.05607
H2 7.46508 4.02641 15.34047
H3 16.54630 3.36610 20.71704
H4 15.99766 -0.46393 20.44041
H5 15.82328 3.86619 15.35773
H6 11.44445 -4.06542 22.68724
H7 10.19072 0.16918 19.14017
H8 10.59837 -1.84846 16.31001
H9 15.36205 7.32664 19.69426
H10 13.21093 -2.76798 23.73192
H11 8.30100 2.24707 17.78932
H12 13.62287 3.33523 14.26792
H13 9.31811 1.66824 22.09864
H14 6.48586 1.41495 13.78639
H15 4.50387 -1.16102 17.91143
H16 17.11806 3.89960 14.16620
H17 20.31493 0.85216 16.43708
H18 10.43396 7.83304 22.21381
H19 9.64476 5.68334 11.55671
H20 10.27184 -0.42631 13.63306
H21 9.32820 5.43251 18.56291
H22 16.32847 10.24456 17.57365
H23 13.59941 0.49366 13.63113
H24 14.96810 -0.64522 13.57114
H25 9.01591 0.31204 14.63157
H26 19.51696 3.64156 17.43647
H27 13.80102 -1.04540 21.85442
H28 11.38725 -0.69772 17.37044
H29 14.79612 -4.40260 23.53435
H30 5.01081 1.06481 17.48233
H31 7.03578 5.17520 12.50808
H32 6.09712 8.63069 16.86957
H33 9.26951 5.80593 20.88732
H34 14.20627 4.26420 12.96203
H35 8.65931 -0.37335 10.83273
H36 14.83378 1.96463 15.98947
H37 9.57423 9.22170 15.47715
H38 15.24673 -1.64610 22.30664
H39 13.13196 1.84240 23.68618
H40 7.97778 8.76943 13.71415
H41 14.06339 -2.50377 18.24580
H42 16.29312 9.31450 16.16052
H43 14.60624 -2.60349 13.24804
H44 14.97311 0.57401 15.00091
H45 16.15131 8.84433 19.88944
H46 8.04140 7.03402 15.27980
H47 12.25971 -3.92352 21.13870
H48 12.51729 4.87487 16.66251
H49 12.46424 6.63862 23.45429
H50 17.04788 7.34848 19.35259
H51 13.47196 5.98053 17.66242
H52 10.05150 6.86830 23.81160
H53 5.79565 4.10572 11.88559
H54 10.18062 -0.65028 11.78401
H55 6.76095 7.02492 17.32713
H56 9.58252 2.21570 20.46229
H57 12.28469 1.75817 12.53095
H58 13.27141 1.59125 21.95058
H59 10.90326 5.44940 15.64128
H60 7.54290 2.65952 12.54054
H61 8.29855 9.80847 16.54232
H62 17.84206 3.40544 17.14860
H63 11.03575 5.44587 20.41769
H64 6.86431 2.48086 18.67896
H65 12.54332 7.69262 22.08451
H66 17.07244 0.96256 17.62535
H67 10.22704 7.02048 15.72752
H68 9.43635 8.47617 17.00700
H69 5.13704 -0.48660 15.60181
H70 14.62336 2.59122 20.26920
H71 18.79431 0.37421 22.01497
H72 14.67681 8.47522 17.81237
H73 13.94101 2.98251 18.67076
H74 8.45676 2.62068 14.95739
H75 11.37937 7.26529 13.82276
H76 6.54165 -2.53341 18.30348
H77 13.00110 -3.20744 12.94469
H78 14.46780 -2.31289 20.87334
H79 5.95842 -1.43627 19.69447
H80 8.50658 6.83307 10.97280
H81 18.90793 2.90729 15.89422
H82 17.09983 0.78654 21.67109
H83 18.97801 1.73469 18.73461
H84 6.82918 -0.40528 16.00673
H85 8.70703 4.23759 14.19654
H86 17.64153 9.19867 17.33028
H87 16.69986 -1.71904 19.40679
H88 5.95484 -1.92921 16.09571
H89 17.86101 0.43971 16.19624
H90 17.36939 4.50428 19.69816
H91 13.14791 -0.99763 18.37148
H92 16.49377 1.82744 24.22191
H93 10.99858 2.39010 11.59247
H94 14.84663 1.71163 24.79374
H95 18.24521 -0.41953 17.70645
H96 11.12438 -1.07469 19.96593
H97 9.42223 -0.57104 20.50521
H98 5.72870 7.23660 15.93452
H99 11.85270 1.85943 19.88830
H100 12.83331 6.05589 21.80535
H101 15.74113 6.33064 17.39899
H102 10.97470 3.49308 14.30503
H103 11.58874 -2.54750 21.74936
H104 10.32937 6.97412 20.07611
H105 12.09933 4.86673 12.11861
H106 9.27095 4.03706 17.36627
H107 11.33910 0.26674 22.04018
H108 5.64973 4.77829 13.50748
H109 10.65945 2.79083 21.80441
H110 10.79865 5.79972 13.04151
H111 7.36888 -1.07188 18.76322
H112 13.24135 4.99916 14.15843

Results of the Löwdin charge analysis, in e, for atoms 1 through 99: 0.266 -0.150 -0.162 -0.128 -0.160 -0.150 -0.158 0.041 -0.067 -0.005 0.055 -0.045 0.000 -0.127 0.021 0.034 0.009 0.005 -0.063 0.033 0.013 -0.054 -0.062 -0.068 -0.104 -0.049 0.186 0.189 0.177 0.170 0.184 0.177 0.188 0.194 0.226 0.168 0.166 0.186 0.222 0.183 0.182 0.210 0.177 0.190 0.200 0.222 -0.030 -0.753 -0.500 -0.480 -0.095 -0.536 -0.450 -0.046 -0.518 -0.063 -0.038 -0.005 -0.833 -0.780 -0.053 -0.058 -0.766 -0.476 -0.769 -0.049 -0.027 -0.773 -0.471 -0.069 -0.044 -0.043 -0.033 -0.062 -0.497 -0.432 -0.058 -0.849 -0.048 -0.782 -0.045 -0.784 -0.726 0.083 0.074 0.096 0.083 0.101 0.079 0.051 0.115 0.064 0.125 0.074 0.055 0.089 0.016 0.132 0.124


The ion C4H7N2 with charge +1, computed with ωB97M-V with the def2-TZVPD basis set.

Values from the calculation:
SMILES = C/[NH+]=C1/[C@@H]2CN12
Energy relative to the best compared isomer or geometry (same formula, charge and spin) = 149.4 kcal per mole
Charge = +1
Gap between HOMO and LUMO = 9.600 eV

Atoms and positions in Å:
N1 0.26535 0.26799 1.17088
N2 -0.78516 -0.69826 -1.14693
C1 -0.14557 -1.95917 -1.06330
C2 -0.21959 0.42315 -0.04514
C3 0.79556 1.64232 1.31635
C4 -0.52247 1.62717 0.59167
H1 1.79836 1.64963 0.89583
H2 -0.61650 -0.27912 -2.07827
H3 -0.10410 -2.41091 -2.02146
H4 0.88438 -1.99206 -0.69808
H5 0.83524 2.15903 2.30117
H6 -0.83859 -2.40443 -0.32048
H7 -1.34692 1.97466 1.09776

Atom-resolved charges from natural (NBO), all expressed in e: -0.192 -0.484 -0.450 0.484 -0.237 -0.002 0.258 0.406 0.245 0.217 0.260 0.228 0.267


The ion C7H15N2O with charge +1, computed with ωB97M-V with the def2-TZVPD basis set.

Values from the calculation:
SMILES = C[N+](C)=C(O)N1CCCC1
Energy relative to the best compared isomer or geometry (same formula, charge and spin) = 50.7 kcal per mole
Charge = +1
Gap between HOMO and LUMO = 10.521 eV

Atoms and positions in Å:
O1 1.08750 -2.08756 0.08563
N1 1.81918 0.10209 0.13954
N2 -0.51038 -0.27249 0.28272
C1 -1.01358 0.91396 -0.29362
C2 1.77206 1.32301 0.80357
C3 -2.53447 0.80112 -0.17860
C4 -2.79410 -0.73020 -0.22191
C5 -1.59663 -1.14565 0.61767
C6 0.80868 -0.74491 0.14455
C7 2.97753 -0.21544 -0.70973
H1 2.77903 1.57538 1.07620
H2 1.28123 1.96440 0.08183
H3 -0.73096 1.88511 0.26930
H4 1.34283 1.22459 1.79397
H5 -2.68382 -1.07832 -1.23859
H6 3.23409 0.66205 -1.41244
H7 -3.03982 1.21756 -1.11305
H8 2.02465 -2.21729 -0.16945
H9 -3.69541 -1.11473 0.23781
H10 3.89339 -0.45686 -0.22040
H11 2.63385 -1.01155 -1.39875
H12 -2.91924 1.45772 0.62808
H13 -0.72113 1.01260 -1.32230
H14 -1.45486 -2.19387 0.48540
H15 -1.95962 -0.87072 1.63258

Atom-resolved charges from natural (NBO), all expressed in e: -0.624 -0.391 -0.388 -0.240 -0.423 -0.426 -0.397 -0.233 0.837 -0.440 0.237 0.221 0.220 0.237 0.211 0.248 0.242 0.517 0.245 0.234 0.211 0.238 0.215 0.241 0.209


The molecule C3H4O2S, computed with ωB97M-V with the def2-TZVPD basis set.

Values from the calculation:
Energy relative to the best compared isomer or geometry (same formula, charge and spin) = 80.0 kcal per mole
Gap between HOMO and LUMO = 9.202 eV

Atoms and positions in Å:
S1 2.61901 -0.07780 -0.24996
O1 1.20193 -0.81112 0.36734
O2 3.18796 0.71291 0.78067
C1 0.77342 0.20432 -0.43156
C2 -1.45284 -0.27675 0.21599
C3 -0.55668 0.42843 -0.71607
H1 -2.21336 0.37370 0.55540
H2 -0.87442 -0.65586 1.10025
H3 -0.89115 1.27529 -1.30668
H4 -1.79385 -1.17312 -0.31537

Atom-resolved charges from natural (NBO), all expressed in e: 1.471 -0.648 -0.871 0.073 -0.644 -0.281 0.222 0.229 0.227 0.221


no.,total energy (eV)
1,-134499.8904
2,-7229.2576
3,-12522.4670
4,-18102.5957